1.
The following is a DFT calculation (ωB97M-V/def2-TZVPD) of one molecule with the formula C4H6I2 in a non-equilibrium geometry.

The geometry in XYZ format:
```
12
Properties=species:S:1:pos:R:3
C 1.50 0.35 -0.54
C 0.65 -0.02 0.62
C -0.67 -0.61 -0.01
C -1.89 -0.05 -0.12
I -3.47 -1.42 -0.41
I -2.14 1.96 0.62
H 0.86 1.10 -1.00
H 2.50 0.69 -0.09
H 1.81 -0.40 -1.30
H 0.47 0.91 1.16
H 0.91 -0.87 1.34
H -0.52 -1.63 -0.27
```

Summary:
Energy, eV: -20444.9367
Gap between HOMO and LUMO, eV: 8.61
SMILES: CCC=C(I)I
Energy relative to the best compared isomer or geometry (same formula, charge and spin), kJ/mol: 34.31

2.
The following is a DFT calculation (ωB97M-V/def2-TZVPD) of one molecule with the formula C4H6I2 in a non-equilibrium geometry.

The geometry in XYZ format:
```
12
Properties=species:S:1:pos:R:3
C -0.18 -0.29 1.08
C 1.29 -0.57 1.46
C -0.61 -0.65 -0.40
C -0.32 0.37 -1.50
I 2.67 0.91 0.75
I -0.58 -2.72 -0.74
H -0.88 -1.03 1.67
H -0.49 0.74 1.14
H 1.79 -1.55 1.38
H -1.07 1.05 -1.60
H -0.38 -0.24 -2.34
H 0.64 0.84 -1.23
```

Summary:
Energy, eV: -20442.4513
Gap between HOMO and LUMO (alpha / beta), eV: 7.32 / 8.30
Energy relative to the best compared isomer or geometry (same formula, charge and spin), kJ/mol: 274.11

3.
The following is a DFT calculation (ωB97M-V/def2-TZVPD) of C4H6I2O as an isolated structure in a non-equilibrium geometry.

The geometry in XYZ format:
```
13
Properties=species:S:1:pos:R:3
C -0.28 -0.27 1.07
C 0.31 0.38 -0.17
C -1.53 -0.41 0.07
C 1.74 0.27 -0.71
O -0.67 -0.28 -1.03
I -2.97 1.23 0.15
I -2.52 -2.35 0.01
H 0.04 -1.28 1.56
H -0.51 0.49 1.77
H 0.06 1.38 -0.26
H 2.40 0.85 -0.15
H 1.77 0.72 -1.77
H 2.17 -0.73 -0.54
```

Summary:
Energy, eV: -22488.5039
Gap between HOMO and LUMO (alpha / beta), eV: 6.37 / 5.34
<S²>: 2.012
Energy relative to the best compared isomer or geometry (same formula, charge and spin), kJ/mol: 40.69
2S+1: 3

4.
The following is a DFT calculation (ωB97M-V/def2-TZVPD) of a 2-piece molecular cluster, C4H6I2S overall in a non-equilibrium geometry.

The geometry in XYZ format:
```
13
Properties=species:S:1:pos:R:3
C -1.10 -0.06 0.48
C -1.69 1.09 0.49
C 1.74 -0.35 0.39
C 0.79 -0.29 -0.69
S 0.49 -1.81 -1.56
I -3.63 1.37 1.53
I 0.83 1.50 -1.87
H -1.31 -1.06 0.94
H -1.34 2.06 0.32
H 2.82 -0.38 0.19
H 1.58 0.56 1.14
H 1.39 -1.25 0.99
H -0.56 -1.39 -2.36
```

Summary:
Energy, eV: -31277.9833
Gap between HOMO and LUMO, eV: 7.78
Energy relative to the best compared isomer or geometry (same formula, charge and spin), kJ/mol: 213.86

5.
The following is a DFT calculation (ωB97M-V/def2-TZVPD) of a 2-piece molecular cluster, C4H6IN2 overall in a non-equilibrium geometry.

The geometry in XYZ format:
```
13
Properties=species:S:1:pos:R:3
C 0.66 -1.51 0.33
C 0.16 -0.48 1.07
C 0.45 0.15 -1.10
C -0.23 1.83 0.50
N 0.83 -1.12 -0.94
N -0.01 0.59 0.12
I -3.25 -0.24 -0.07
H 0.81 -2.50 0.55
H -0.19 -0.39 2.08
H 0.28 0.62 -2.09
H -0.25 2.74 -0.19
H -0.46 2.10 1.47
H 1.20 -1.78 -1.73
```

Summary:
Energy, eV: -15316.6206
Gap between HOMO and LUMO (alpha / beta), eV: 8.41 / 6.05
Net charge: +1
Energy relative to the best compared isomer or geometry (same formula, charge and spin), kJ/mol: 248.69

6.
The following is a DFT calculation (ωB97M-V/def2-TZVPD) of one molecule with the formula C4H6IN2P in a non-equilibrium geometry.

The geometry in XYZ format:
```
14
Properties=species:S:1:pos:R:3
C -0.68 -0.93 -0.11
C 0.00 -2.11 -0.02
C 0.25 0.15 -0.15
C -0.20 1.61 -0.34
N 1.47 -0.14 -0.16
N 1.33 -2.12 0.00
P 2.60 -2.92 -0.58
I 2.48 -2.41 -3.05
H -1.69 -0.81 -0.41
H -0.48 -2.97 -0.19
H -1.36 1.76 -0.21
H 0.36 2.15 0.39
H 0.15 2.11 -1.30
H 3.62 -2.17 -0.09
```

Summary:
Energy, eV: -24611.9479
Gap between HOMO and LUMO (alpha / beta), eV: 8.01 / 8.00
Energy relative to the best compared isomer or geometry (same formula, charge and spin), kJ/mol: 269.04

7.
The following is a DFT calculation (ωB97M-V/def2-TZVPD) of one molecule with the formula C4H6INO in a non-equilibrium geometry.

The geometry in XYZ format:
```
13
Properties=species:S:1:pos:R:3
C -1.83 2.29 -0.38
C -0.76 1.76 0.19
N -0.34 0.44 -0.06
C 0.52 -0.30 0.61
C 0.91 -1.69 0.16
O 0.15 2.37 1.10
I -0.17 4.13 1.95
H -2.15 3.33 -0.23
H -2.51 1.80 -1.13
H 1.02 -0.12 1.56
H 0.61 -2.44 0.85
H 0.45 -1.88 -0.84
H 2.00 -1.80 0.09
```

Summary:
Energy, eV: -15880.8982
Gap between HOMO and LUMO, eV: 8.17
SMILES: C=C(/N=C/C)OI
Energy relative to the best compared isomer or geometry (same formula, charge and spin), kJ/mol: 281.69

8.
The following is a DFT calculation (ωB97M-V/def2-TZVPD) of one molecule with the formula C4H6INO in a non-equilibrium geometry.

The geometry in XYZ format:
```
13
Properties=species:S:1:pos:R:3
C 1.67 -0.49 -0.52
C 1.04 -0.90 0.88
C -0.62 0.52 0.22
C -2.01 0.83 -0.45
N 1.14 0.27 -1.27
O -0.33 -0.65 0.76
I 3.48 -1.56 -0.87
H 1.33 -1.91 1.17
H 1.47 -0.27 1.56
H -0.07 1.42 0.53
H -1.77 1.46 -1.40
H -2.74 1.36 0.20
H -2.60 -0.06 -0.81
```

Summary:
Energy, eV: -15880.1568
Gap between HOMO and LUMO (alpha / beta), eV: 7.88 / 7.88
Energy relative to the best compared isomer or geometry (same formula, charge and spin), kJ/mol: 353.22

Number 2 is which compound?
C4H6I2